[1]
C35H44N3O | ωB97M-V/def2-TZVPD

Values from the calculation:
HOMO-LUMO gap   0.288 Eh
Net charge   +1
LUMO   -2.9 eV
Strongest force on any atom   0.100 Eh/bohr
HOMO energy   -0.3962 Eh

XYZ file:
```
83
Properties=species:S:1:pos:R:3:mulliken_charge:R:1
C 4.36 -2.79 -0.84 -1.13
N 3.08 -2.28 -0.47 0.32
C 2.50 -1.02 -0.88 -0.97
C 2.47 -0.82 -2.44 2.15
C 1.77 -1.97 -3.16 -1.61
C 3.93 -0.67 -2.94 -1.78
C 1.78 0.48 -2.74 -1.78
N 1.15 -1.00 -0.11 0.51
C 1.01 -2.27 0.68 0.75
C -0.19 -3.14 0.22 -1.07
C -1.36 -3.04 1.15 0.06
C -1.16 -3.22 2.54 -0.15
C -2.23 -3.02 3.42 -0.59
C -3.49 -2.70 2.95 -0.58
C -3.71 -2.57 1.58 -0.89
C -2.65 -2.80 0.68 0.16
C 2.30 -2.99 0.41 -0.29
O 2.64 -4.10 0.90 -0.71
H 4.70 -3.57 -0.10 0.37
H 4.35 -3.31 -1.84 0.31
H 5.14 -2.00 -0.87 0.38
H 3.14 -0.21 -0.49 0.46
H 0.73 -2.10 -2.82 0.11
H 1.73 -1.73 -4.23 0.51
H 2.30 -2.93 -3.06 0.30
H 4.51 -0.03 -2.26 0.36
H 4.46 -1.63 -3.07 0.40
H 3.94 -0.18 -3.92 0.45
H 2.16 1.29 -2.10 0.19
H 1.96 0.78 -3.78 0.76
H 0.70 0.39 -2.63 0.13
H 0.33 -1.02 -0.84 -0.58
H 0.97 -2.08 1.75 0.25
H -0.45 -2.97 -0.84 0.39
H 0.19 -4.19 0.26 0.44
H -0.17 -3.48 2.91 0.49
H -2.04 -3.13 4.50 0.44
H -4.30 -2.51 3.64 0.46
H -4.69 -2.31 1.18 0.42
H -2.82 -2.77 -0.41 0.53
C -0.30 4.39 0.96 -1.39
C 0.54 4.01 -0.27 2.01
C 0.70 5.19 -1.23 -1.87
C 1.92 3.54 0.20 -1.40
C -0.18 2.85 -0.98 -0.45
N -1.04 3.16 -1.99 0.16
C -1.78 2.04 -2.40 -0.77
C -1.36 0.97 -1.54 -0.05
C -1.98 -0.26 -1.62 1.60
C -2.95 -0.46 -2.62 -1.14
C -3.29 0.59 -3.51 -0.88
C -2.71 1.86 -3.39 -0.87
C -0.32 1.48 -0.67 0.34
C 0.38 0.57 0.32 0.43
C -0.41 0.38 1.57 0.72
C -1.79 0.68 1.64 0.44
C -2.46 0.67 2.87 -0.94
C -1.81 0.31 4.05 0.87
C -2.62 0.12 5.30 -1.58
C -0.45 -0.01 3.97 -1.08
C 0.25 0.04 2.77 -0.80
H -0.42 3.53 1.63 0.21
H 0.18 5.21 1.51 0.44
H -1.29 4.73 0.65 0.31
H 1.19 4.89 -2.15 0.39
H -0.26 5.66 -1.46 0.35
H 1.32 5.96 -0.76 0.44
H 2.47 3.06 -0.62 0.22
H 2.51 4.41 0.53 0.53
H 1.85 2.83 1.04 0.19
H -1.13 4.07 -2.44 0.27
H -1.73 -1.05 -0.87 -0.52
H -3.41 -1.44 -2.70 0.48
H -4.05 0.39 -4.26 0.42
H -3.00 2.70 -4.06 0.42
H 1.43 0.77 0.39 0.81
H -2.35 1.03 0.75 0.32
H -3.53 0.89 2.88 0.45
H -1.99 0.18 6.18 0.43
H -3.37 0.92 5.39 0.42
H -3.17 -0.83 5.34 0.20
H 0.05 -0.32 4.88 0.42
H 1.34 -0.11 2.76 0.43
```



[2]
C35H44N3O5S2SiTa | ωB97M-V/def2-TZVPD

Values from the calculation:
HOMO-LUMO gap   0.219 Eh
Net charge   0
LUMO   -2.2 eV
Strongest force on any atom   0.020 Eh/bohr
HOMO energy   -0.2982 Eh

XYZ file:
```
91
Properties=species:S:1:pos:R:3:mulliken_charge:R:1
Ta 0.10 0.32 0.45 2.28
C 0.49 -2.58 4.11 -2.18
C 0.44 -2.03 2.71 1.19
N -0.23 -0.97 2.39 0.39
N -1.06 -0.47 3.41 -1.13
C -1.98 0.27 2.93 0.38
S -2.17 0.72 1.24 -0.60
S -3.25 0.89 3.99 -0.09
C -3.58 -0.60 4.98 -1.14
C -3.98 -1.79 4.16 0.48
C -3.11 -2.87 4.03 0.05
C -3.45 -3.96 3.24 -0.66
C -4.66 -3.98 2.56 -0.48
C -5.53 -2.90 2.69 -0.64
C -5.19 -1.82 3.48 -0.33
C 1.13 -2.82 1.67 0.69
C 1.96 -3.89 2.01 -0.78
C 2.51 -4.71 1.03 -1.13
C 2.20 -4.50 -0.31 -0.59
C 1.38 -3.44 -0.68 -0.29
C 0.89 -2.61 0.31 0.22
O 0.20 -1.50 -0.05 -1.01
H -0.11 -1.99 4.78 0.45
H 1.53 -2.57 4.45 0.58
H 0.16 -3.62 4.11 0.43
H -4.39 -0.28 5.64 0.50
H -2.71 -0.82 5.60 0.38
H -2.17 -2.86 4.57 0.28
H -2.77 -4.80 3.15 0.42
H -4.92 -4.82 1.94 0.41
H -6.48 -2.91 2.17 0.40
H -5.87 -0.98 3.56 0.39
H 2.19 -4.08 3.04 0.48
H 3.17 -5.51 1.32 0.44
H 2.60 -5.15 -1.07 0.48
H 1.14 -3.24 -1.71 0.54
O 7.06 1.24 1.64 -0.69
C 6.65 0.20 1.11 0.39
O 7.24 -0.77 0.61 -0.71
C 5.12 0.14 0.98 0.05
C 4.51 -0.74 0.11 -1.61
C 3.14 -0.74 -0.04 0.15
N 2.33 0.09 0.63 0.71
C 2.94 0.96 1.48 0.93
C 4.29 1.02 1.69 -0.83
C 1.98 1.89 2.12 -0.29
O 2.12 2.56 3.09 -0.56
O 0.79 1.82 1.41 -0.74
H 5.14 -1.43 -0.44 0.58
H 2.67 -1.42 -0.73 0.44
H 4.73 1.74 2.36 0.66
C -0.80 -0.98 -3.08 -1.62
C -1.27 0.48 -3.15 2.86
C -2.75 0.44 -2.74 -1.99
C -1.20 0.90 -4.62 -1.96
Si -0.31 1.69 -1.96 -1.82
C 1.46 2.07 -2.67 2.90
C 2.42 2.73 -1.67 -1.61
C 1.39 3.01 -3.88 -1.99
C 2.12 0.77 -3.15 -1.87
C -1.27 3.36 -1.76 3.07
C -0.35 4.43 -1.14 -2.07
C -1.74 3.89 -3.13 -2.05
C -2.51 3.32 -0.85 -2.00
H -1.34 -1.54 -3.85 0.64
H -1.03 -1.44 -2.13 0.13
H 0.27 -1.11 -3.28 0.31
H -3.26 -0.32 -3.34 0.56
H -3.27 1.38 -2.91 0.32
H -2.89 0.17 -1.69 0.29
H -1.88 0.27 -5.20 0.60
H -0.20 0.75 -5.04 0.37
H -1.48 1.94 -4.81 0.29
H 2.15 3.76 -1.44 0.29
H 3.42 2.74 -2.09 0.61
H 2.48 2.20 -0.73 0.23
H 1.08 4.02 -3.61 0.34
H 0.73 2.65 -4.68 0.35
H 2.40 3.09 -4.31 0.59
H 2.13 -0.01 -2.40 0.10
H 3.16 0.98 -3.42 0.63
H 1.63 0.36 -4.04 0.35
H 0.42 4.77 -1.83 0.37
H 0.14 4.08 -0.23 0.26
H -0.96 5.30 -0.88 0.63
H -0.95 3.94 -3.87 0.33
H -2.12 4.91 -2.98 0.62
H -2.55 3.30 -3.54 0.33
H -2.22 3.33 0.20 0.42
H -3.17 2.47 -1.01 0.35
H -3.09 4.22 -1.02 0.56
```



[3]
C35H45ClF3KN2OPS2SbSe2 | ωB97M-V/def2-TZVPD

Values from the calculation:
HOMO-LUMO gap   0.179 Eh
Net charge   -2
LUMO   3.8 eV
Strongest force on any atom   0.004 Eh/bohr
HOMO energy   -0.0377 Eh

XYZ file:
```
94
Properties=species:S:1:pos:R:3:mulliken_charge:R:1
K -0.88 -0.34 -0.40 1.16
F -5.56 3.70 0.23 -0.25
C -5.87 2.64 -0.54 0.62
F -5.49 2.93 -1.79 -0.22
F -7.23 2.62 -0.57 -0.33
C -5.33 1.34 -0.02 -0.11
C -6.22 0.34 0.31 -0.18
C -5.76 -0.87 0.80 -0.87
C -4.39 -1.02 0.92 -0.31
N -3.51 -0.08 0.61 -0.18
C -3.92 1.12 0.12 -0.13
S -2.74 2.29 -0.29 -0.42
H -7.28 0.51 0.19 0.45
H -6.43 -1.68 1.06 0.37
H -3.97 -1.94 1.30 0.46
Se 3.23 -2.58 4.30 -0.55
P 1.20 -1.92 4.47 0.42
Se -0.40 -3.17 3.76 -0.49
C 1.04 -0.25 3.72 0.33
C 2.03 0.70 3.96 -0.48
C 1.92 1.98 3.44 -1.02
C 0.82 2.33 2.66 -0.21
C -0.18 1.39 2.42 -0.54
C -0.06 0.11 2.95 -0.23
C 0.83 -1.51 6.22 0.52
C 1.76 -1.69 7.23 -0.33
C 1.44 -1.37 8.55 -0.52
C 0.20 -0.84 8.85 -0.37
C -0.73 -0.64 7.84 -0.65
C -0.42 -0.98 6.53 -0.44
H 2.90 0.42 4.54 0.31
H 2.69 2.71 3.63 0.31
H 0.73 3.32 2.24 0.47
H -1.05 1.66 1.83 0.44
H -0.84 -0.63 2.77 0.47
H 2.73 -2.10 6.98 0.24
H 2.17 -1.52 9.33 0.36
H -0.05 -0.58 9.88 0.35
H -1.71 -0.23 8.07 0.36
H -1.16 -0.85 5.75 0.35
C -0.28 3.93 -4.06 -1.19
C -0.14 2.47 -3.66 -0.50
Sb 1.21 1.94 -2.05 -0.10
C 3.12 2.08 -3.07 -0.99
C 3.14 2.80 -4.41 -1.00
C 1.30 3.85 -1.01 -0.60
C 2.10 4.98 -1.64 -1.11
H -1.07 4.05 -4.82 0.42
H 0.64 4.34 -4.48 0.17
H -0.56 4.56 -3.21 0.27
H 0.15 1.84 -4.51 0.21
H -1.10 2.09 -3.32 0.54
H 3.45 1.05 -3.19 0.50
H 3.81 2.53 -2.35 0.64
H 2.42 2.36 -5.10 0.18
H 4.13 2.74 -4.88 0.40
H 2.89 3.86 -4.30 0.18
H 1.71 3.59 -0.03 0.30
H 0.26 4.14 -0.84 0.42
H 3.14 4.67 -1.83 0.23
H 2.14 5.86 -0.98 0.41
H 1.68 5.30 -2.59 0.17
O 1.14 -1.97 0.11 -0.35
S 1.52 -3.35 0.59 0.37
C 2.33 -4.13 -0.84 -0.94
C 1.23 -4.62 -1.77 0.17
C 0.22 -5.30 -0.85 -0.90
C 0.03 -4.40 0.37 -0.34
H 2.92 -4.96 -0.45 0.41
H 2.99 -3.38 -1.27 0.40
H 1.61 -5.29 -2.54 0.44
H 0.76 -3.78 -2.28 -0.37
H 0.61 -6.27 -0.53 0.34
H -0.73 -5.47 -1.36 0.39
H -0.14 -4.92 1.30 0.52
H -0.77 -3.67 0.24 -0.01
N 3.28 0.48 0.56 -0.59
H 2.41 -0.05 0.55 0.07
H 3.38 0.79 1.52 0.24
H 4.01 -0.22 0.42 0.25
Cl -3.02 -1.80 -5.50 -0.34
C -1.35 -1.46 -5.03 0.52
C -0.53 -0.91 -5.99 -0.44
C 0.81 -0.63 -5.71 -0.59
C 1.27 -0.91 -4.42 -0.85
C 0.44 -1.44 -3.46 -0.22
C -0.94 -1.79 -3.70 1.08
C -1.74 -2.39 -2.74 -1.60
H -0.94 -0.71 -6.97 0.36
H 1.46 -0.20 -6.47 0.35
H 2.30 -0.69 -4.15 0.26
H 0.83 -1.62 -2.46 0.68
H -1.31 -2.67 -1.79 -0.17
H -2.77 -2.64 -2.93 0.16
```